# 1
DFT (ωB97M-V/def2-TZVPD) results for a molecular structure, C17H40IrNP3Se at a distorted geometry.

Each line ends with the Mulliken charge.
Cartesian coordinates (Å):
Ir (0.16653, -1.08124, 0.62666)  1.20
P (-1.01749, -0.79863, 2.60283)  0.66
P (1.62000, -2.98003, 0.77630)  0.48
P (-1.65177, -0.80231, -0.72584)  0.80
H (0.59951, 3.79883, 0.02446)  0.26
C (-0.49221, 3.70694, -0.06559)  -0.11
C (-1.28506, 3.68577, 1.03773)  -0.79
H (-0.84872, 3.87412, 2.06187)  0.32
C (-0.28418, 0.02554, 4.06762)  -1.31
C (-1.38125, -2.46697, 3.23545)  -1.30
C (-2.65194, 0.02350, 2.67498)  -1.45
C (2.87367, -2.70660, -0.53323)  -1.07
C (2.47046, -3.05291, 2.41157)  -1.08
C (0.61933, -4.50440, 0.45167)  -1.04
C (-2.76428, 0.67916, -0.74348)  -0.99
C (-2.91005, -2.10049, -0.30815)  -1.27
C (-1.32076, -0.94637, -2.50042)  -0.99
H (-0.88498, 3.30035, -1.00352)  0.27
H (-2.39315, 3.63929, 0.98507)  0.33
H (-0.19639, 1.11146, 3.90984)  0.41
H (0.68824, -0.40206, 4.34584)  0.37
H (-0.99059, -0.14524, 4.89219)  0.53
H (-0.45119, -3.03570, 3.37802)  0.32
H (-2.04706, -2.98993, 2.53490)  0.38
H (-1.88709, -2.30701, 4.19112)  0.54
H (-2.53618, 1.11120, 2.57738)  0.28
H (-3.04342, -0.20675, 3.67853)  0.56
H (-3.36095, -0.35825, 1.93453)  0.42
H (3.48760, -3.58685, -0.76647)  0.47
H (3.54369, -1.88054, -0.25085)  0.35
H (2.32881, -2.40289, -1.44062)  0.29
H (2.81304, -4.06598, 2.68205)  0.45
H (1.77197, -2.71390, 3.19370)  0.27
H (3.35102, -2.39129, 2.42286)  0.38
H (1.16303, -5.46230, 0.47553)  0.47
H (0.12910, -4.39736, -0.53437)  0.33
H (-0.16330, -4.55419, 1.22412)  0.31
H (-3.55459, 0.48709, -1.49324)  0.52
H (-2.21970, 1.59311, -1.02852)  -0.03
H (-3.23911, 0.84088, 0.23478)  0.31
H (-3.63877, -2.17971, -1.11884)  0.49
H (-3.40241, -1.85008, 0.64144)  0.34
H (-2.43040, -3.08383, -0.18835)  0.35
H (-2.27233, -0.79702, -3.02785)  0.51
H (-0.94036, -1.96497, -2.69774)  0.35
H (-0.57610, -0.19568, -2.80608)  0.07
C (1.95882, 2.74073, -3.01224)  0.67
C (1.42118, 4.05193, -2.82084)  0.07
C (1.41482, 5.04603, -3.82844)  -0.56
C (1.96171, 4.79664, -5.07809)  -0.49
C (2.53066, 3.53975, -5.31476)  -0.45
C (2.56076, 2.56475, -4.30074)  -0.26
Se (1.76739, 1.27700, -1.83666)  0.41
H (-0.84715, -2.24111, 0.70870)  -0.45
H (0.89715, 4.25415, -1.90426)  0.37
H (0.96123, 6.01860, -3.63305)  0.47
H (1.96875, 5.56086, -5.86490)  0.47
H (2.94618, 3.30812, -6.28991)  0.46
H (2.97776, 1.59370, -4.51293)  0.46
N (1.53377, 0.31725, 1.31350)  -0.85
H (2.19177, 0.63478, 0.59462)  0.15
H (0.96514, 1.12190, 1.59348)  0.24
H (1.99986, -0.05086, 2.14661)  0.34

The value obtained for the HOMO-LUMO gap (spin up / spin down) is 5.74 / 4.06 eV. For the largest force on an atom, the calculation gives 2.5 eV/A. As for the energy relative to the best compared isomer or geometry (same formula, charge and spin): 21.7 kcal per mole. Its spin multiplicity is 6. Its charge is +4. For the LUMO energy (spin up / spin down), the calculation gives -12.6 / -16.7 eV.


# 2
DFT (ωB97M-V/def2-TZVPD) results for a molecular structure, C12H38O7 at a distorted geometry.

Each line ends with the Mulliken charge.
Cartesian coordinates (Å):
C (-14.24291, -17.35943, 7.70489)  -0.33
C (-13.20849, -18.20663, 8.42368)  -0.76
O (-13.09957, -19.48701, 7.75694)  -0.80
H (-14.32955, -17.53066, 6.63192)  -0.11
H (-14.15674, -16.28855, 7.88900)  0.57
H (-15.20487, -17.74288, 8.04503)  -0.05
H (-13.51705, -18.36443, 9.45711)  0.24
H (-12.33351, -17.55743, 8.45616)  0.42
H (-13.93670, -19.95664, 7.74139)  0.15
C (-16.49842, -20.57085, 4.61134)  -1.36
C (-17.31888, -20.79730, 5.91657)  0.36
O (-17.44383, -19.61200, 6.66906)  -0.65
H (-16.27096, -21.52083, 4.12771)  0.36
H (-15.50838, -20.12489, 4.70621)  0.23
H (-16.83227, -19.84813, 3.86680)  0.54
H (-16.78878, -21.60823, 6.41604)  0.00
H (-18.29627, -21.22631, 5.69578)  0.54
H (-18.00048, -19.74517, 7.43978)  0.40
C (-13.57714, -23.38699, 5.45133)  -1.90
C (-14.00548, -21.99863, 5.90140)  0.32
O (-14.93987, -22.14288, 6.97051)  -0.75
H (-13.06334, -23.90293, 6.26245)  0.41
H (-12.79420, -23.37146, 4.69311)  0.40
H (-14.38933, -24.03326, 5.11848)  0.36
H (-14.41974, -21.46199, 5.04786)  0.03
H (-13.11676, -21.47262, 6.25009)  0.21
H (-15.05802, -21.27030, 7.35294)  0.65
C (-13.68959, -19.39599, 5.21449)  -0.16
C (-13.13023, -18.37066, 4.25403)  -0.97
O (-13.92071, -18.42670, 3.08141)  -0.59
H (-14.69533, -19.16460, 5.56527)  -0.45
H (-12.99495, -19.54270, 6.04157)  0.62
H (-13.80695, -20.39600, 4.79699)  0.41
H (-12.07979, -18.48950, 3.98843)  0.44
H (-13.13726, -17.39027, 4.73039)  0.27
H (-14.82254, -18.32014, 3.39277)  0.34
C (-18.48949, -15.96327, 5.57031)  -1.48
C (-17.70671, -17.08936, 6.23134)  0.14
O (-17.51228, -18.11328, 5.32924)  -0.70
H (-18.60703, -15.13472, 6.26874)  0.40
H (-19.50424, -16.26315, 5.30871)  0.35
H (-18.08876, -15.63556, 4.61107)  0.31
H (-18.12322, -17.51251, 7.14543)  0.11
H (-16.70032, -16.76485, 6.49586)  -0.02
H (-17.21042, -18.84366, 5.87424)  0.64
C (-16.47612, -21.93758, 9.25713)  -0.37
C (-15.81958, -20.78851, 9.99884)  -0.69
O (-16.22822, -19.62221, 9.37387)  -0.34
H (-16.44620, -21.76055, 8.18202)  0.06
H (-17.48726, -22.10782, 9.62690)  0.31
H (-15.90021, -22.84025, 9.46105)  0.34
H (-14.73018, -20.80719, 9.96740)  0.26
H (-16.19723, -20.85858, 11.01893)  0.48
H (-17.10816, -19.46083, 9.72213)  0.37
O (-15.17019, -20.11388, 7.43963)  0.92
H (-15.72346, -19.51224, 6.94148)  -0.84
H (-15.48460, -20.03883, 8.34059)  0.35

The value obtained for the HOMO-LUMO gap is 8.59 eV. For the largest force on an atom, the calculation gives 8.5 eV/A. As for the energy relative to the best compared isomer or geometry (same formula, charge and spin): 263.7 kcal per mole. For the LUMO energy, the calculation gives -0.4 eV.


# 3
DFT (ωB97M-V/def2-TZVPD) results for 7 unconnected molecules or ions with the total composition C8H26O6 at a distorted geometry.

Each line ends with the Mulliken charge.
Cartesian coordinates (Å):
C (2.44642, -1.84527, -0.08907)  -0.51
C (1.18263, -1.96004, 0.34751)  -0.37
C (0.28068, -0.81932, 0.61546)  0.78
C (-0.94130, -0.72185, -0.26120)  0.71
C (-1.22174, -1.58007, -1.23343)  -1.72
C (-1.81895, 0.54366, 0.00005)  -1.01
C (-1.39619, 1.63649, -0.99094)  0.30
C (-1.35347, 3.06432, -0.42118)  -1.36
H (2.97604, -2.76781, -0.22941)  0.32
H (2.88345, -0.87924, -0.41045)  -0.36
H (0.81984, -2.92224, 0.67447)  0.38
H (-0.14908, -0.75958, 1.64794)  0.04
H (0.78606, 0.12878, 0.32801)  -0.05
H (-2.08861, -1.34879, -1.82311)  0.37
H (-0.61512, -2.40651, -1.54004)  0.51
H (-1.59742, 0.79773, 1.03895)  0.42
H (-2.90483, 0.47498, -0.07180)  0.44
H (-2.07817, 1.62545, -1.83107)  0.54
H (-0.42762, 1.50001, -1.46074)  -0.33
H (-0.92984, 3.81699, -1.07391)  0.38
H (-2.35055, 3.46668, -0.24528)  0.37
H (-0.95321, 3.02755, 0.62392)  0.27
O (0.76968, 2.05985, 2.74520)  -0.71
H (0.17732, 1.31852, 2.57612)  0.33
H (1.55533, 1.67550, 2.29937)  0.42
O (3.35537, 0.64559, -1.68551)  -0.76
H (3.83557, -0.16865, -1.86780)  0.31
H (2.43234, 0.45656, -1.96212)  0.55
O (-1.35382, -1.88766, 3.24763)  -0.62
H (-1.50445, -2.72741, 2.80142)  0.32
H (-2.10507, -1.34770, 3.47671)  0.29
O (2.81339, 1.02144, 1.18336)  -0.69
H (3.52477, 1.59327, 1.47565)  0.26
H (2.81066, 0.65056, 0.29391)  0.21
O (-3.48402, -2.34514, 0.54301)  -0.64
H (-2.62704, -2.43995, 0.09251)  0.41
H (-3.59954, -1.50232, 0.97691)  0.30
O (1.06428, 0.30498, -2.91362)  -0.65
H (0.81359, 1.09020, -3.40619)  0.28
H (0.97260, -0.46957, -3.47124)  0.26

The value obtained for the HOMO-LUMO gap is 9.69 eV. For the largest force on an atom, the calculation gives 1.9 eV/A. As for the energy relative to the best compared isomer or geometry (same formula, charge and spin): 25.7 kcal per mole. For the LUMO energy, the calculation gives 0.1 eV.